This record from the OMol25 dataset describes an isolated molecule of C19H17NO4. The level of theory is ωB97M-V/def2-TZVPD.

```
41
Properties=species:S:1:pos:R:3:forces:R:3:mulliken_charge:R:1
C -2.039970 -2.516227 -5.082740 -0.08 -0.05 0.03 -1.5932
C -2.753939 -2.478014 -3.771786 -0.49 -0.35 0.02 1.4306
C -3.867897 -3.211465 -3.550963 0.43 0.21 -0.25 -0.5275
C -4.586797 -3.198469 -2.293838 -0.52 -0.38 0.00 0.1126
O -5.582460 -3.833269 -2.050300 0.36 0.24 -0.04 -0.6275
O -4.082203 -2.390498 -1.305349 -0.14 -0.01 0.24 -0.5073
C -2.973141 -1.643606 -1.492873 0.75 0.46 -0.23 -0.5113
C -2.557837 -0.858364 -0.424656 -0.10 -0.14 -0.14 -0.4827
C -1.429267 -0.057345 -0.538689 -0.11 -0.29 -0.49 0.9644
N -1.071324 0.716032 0.561160 -0.35 -0.20 0.29 -0.0494
C -0.039995 1.605324 0.690572 -0.07 0.31 0.46 0.6410
O 0.743993 1.882208 -0.183491 0.17 0.03 -0.18 -0.6329
C 0.017638 2.234349 2.077087 0.40 -0.23 0.06 -0.9286
C 0.422559 1.198886 3.140005 -0.31 0.30 0.08 -0.6754
O 1.581228 0.486476 2.788134 0.22 -0.08 -0.12 -0.4689
C 2.801443 1.107459 2.826183 0.24 -0.04 -0.04 0.8907
C 3.852955 0.382540 2.266845 -0.22 0.00 0.03 -0.4991
C 5.133793 0.893578 2.272676 -0.05 -0.02 0.00 -0.4145
C 5.388731 2.134478 2.835493 0.11 0.13 0.05 -0.5128
C 4.348514 2.852617 3.392950 0.14 0.00 -0.03 -0.7443
C 3.057285 2.349597 3.392735 -0.35 -0.08 0.05 -0.2455
C -0.707957 -0.053293 -1.738214 0.26 0.21 0.04 -0.9887
C -1.121699 -0.832287 -2.791405 -0.36 -0.21 0.14 -0.8738
C -2.260027 -1.643275 -2.703994 -0.12 0.10 0.45 0.7125
H -1.015532 -2.858780 -4.944977 0.09 0.00 -0.04 0.3689
H -2.007424 -1.521262 -5.524125 0.05 0.06 -0.06 0.3715
H -2.544707 -3.188500 -5.770833 0.01 -0.02 -0.05 0.3681
H -4.285877 -3.853397 -4.310451 -0.03 -0.04 -0.05 0.3955
H -3.135723 -0.888726 0.486620 -0.08 0.00 0.13 0.4062
H -1.666701 0.587322 1.367918 0.16 0.11 -0.10 0.1849
H 0.761077 3.030985 2.033907 -0.13 -0.03 -0.06 0.3890
H -0.950843 2.662244 2.341182 -0.02 0.03 0.04 0.4518
H -0.347664 0.426919 3.238130 0.08 0.14 0.06 0.4852
H 0.535374 1.690207 4.115280 -0.04 -0.09 -0.10 0.3272
H 3.634782 -0.580252 1.832672 -0.03 -0.11 -0.06 0.3982
H 5.938146 0.322427 1.833707 0.05 -0.06 -0.04 0.3637
H 6.390131 2.536945 2.837923 0.08 0.03 0.00 0.3830
H 4.534534 3.820141 3.835983 0.01 0.07 0.03 0.3574
H 2.271825 2.936671 3.843619 -0.10 0.02 0.01 0.2920
H 0.168803 0.565425 -1.824537 0.00 0.00 -0.01 0.5650
H -0.553828 -0.815802 -3.707558 0.07 0.00 -0.11 0.4239
```
Forces are in eV/Å.

## Properties
Relative energy (zero: lowest compared OMol25 entry of this formula, charge and spin), kcal/mol: 7.44
Electronic energy, eV: -29659.688
Charge: 0
SMILES: Cc1cc(=O)oc2cc(NC(=O)CCOc3ccccc3)ccc12
Largest force on an atom, eV/Å: 0.91
Spin multiplicity: 1